Density functional theory data (ωB97M-V with the def2-TZVPD basis set) for one molecule with the formula C3H7NO2.

Last column: Löwdin charge in e.
Element x y z (Å)
C 0.62 1.29 -0.88  -0.04
C -0.09 0.52 0.23  -0.36
O -1.51 0.52 0.09  -0.04
C 0.45 -0.91 0.35  -0.50
N -0.36 -1.75 1.05  0.17
O 1.53 -1.24 -0.11  0.05
H 1.61 1.61 -0.56  0.09
H 0.03 2.17 -1.15  0.08
H 0.76 0.66 -1.76  0.09
H 0.08 1.01 1.19  0.15
H -1.71 0.31 -0.83  0.10
H -1.31 -1.47 1.26  0.10
H -0.10 -2.72 1.11  0.11

Summary:
- Lowest unoccupied orbital energy: 0.78 eV
- Spin multiplicity: 1
- Largest force on an atom: 0.388 eV/Å
- Structure (SMILES): C[C@@H](O)C(N)=O
- Kohn-Sham gap: 10.45 eV
- Energy above the lowest of the compared OMol25 structures with the same formula, charge and spin: 10.7 kcal per mole
- HOMO: -9.67 eV

=====

Density functional theory data (ωB97M-V with the def2-TZVPD basis set) for one molecule with the formula C4H3NO3 in a non-equilibrium geometry.

Last column: Löwdin charge in e.
Element x y z (Å)
O 2.32 0.30 0.00  0.21
C 1.22 0.03 0.22  -0.34
O 0.64 -1.28 -0.46  -0.09
N -0.72 -1.62 0.23  0.09
C -1.59 -0.63 0.16  -0.14
C -1.08 0.52 -0.47  -0.31
O -0.84 1.81 -0.21  0.07
C 0.11 0.86 0.62  0.02
H -2.78 -0.78 0.66  0.21
H -0.71 0.33 -1.48  0.17
H -0.39 0.57 1.46  0.10

Summary:
- Lowest unoccupied orbital energy: -0.44 eV
- Spin multiplicity: 1
- Largest force on an atom: 4.900 eV/Å
- Structure (SMILES): O=C1ON=C[C@H]2O[C@H]12
- Kohn-Sham gap: 9.58 eV
- Energy above the lowest of the compared OMol25 structures with the same formula, charge and spin: 195.8 kcal per mole
- HOMO: -10.02 eV

=====

Density functional theory data (ωB97M-V with the def2-TZVPD basis set) for one molecule with the formula C15H24O3 in a non-equilibrium geometry.

Last column: Löwdin charge in e.
Element x y z (Å)
C -1.42 1.91 1.47  -0.05
C -0.18 1.35 0.77  -0.47
C 1.07 2.16 1.24  -0.03
C -0.46 1.61 -0.76  -0.14
C -0.33 0.45 -1.74  -0.18
C 0.89 -0.36 -1.35  -0.14
C 0.83 -0.96 0.08  -0.38
C 2.25 -0.98 0.63  -0.02
C 0.22 -2.41 -0.01  -0.15
C 1.24 -3.42 -0.55  -0.22
O 0.53 -4.53 -1.06  -0.04
C -0.37 -3.00 1.34  -0.33
C -1.71 -3.78 1.30  -0.01
O 0.53 -3.26 2.39  0.01
C -0.31 -2.16 2.70  -0.10
C 0.01 -0.68 2.47  -0.24
O 0.18 0.05 3.45  0.09
C -0.13 -0.15 1.00  -0.14
H -1.25 2.02 2.51  0.07
H -1.71 2.85 1.02  0.08
H -2.31 1.29 1.31  0.10
H 1.94 2.02 0.58  0.08
H 1.35 1.90 2.25  0.07
H 0.81 3.26 1.22  0.10
H 0.28 2.37 -1.05  0.11
H -1.45 2.03 -0.94  0.11
H -0.22 0.85 -2.75  0.11
H -1.23 -0.17 -1.67  0.11
H 1.79 0.27 -1.46  0.13
H 1.01 -1.18 -2.07  0.12
H 2.60 0.04 0.87  0.08
H 2.95 -1.33 -0.13  0.09
H 2.34 -1.61 1.56  0.11
H -0.60 -2.37 -0.73  0.15
H 1.99 -3.69 0.24  0.14
H 1.87 -2.96 -1.31  0.11
H -0.03 -4.89 -0.36  0.07
H -1.68 -4.51 2.11  0.10
H -1.82 -4.25 0.32  0.07
H -2.55 -3.05 1.43  0.10
H -0.92 -2.35 3.57  0.15
H -1.18 -0.50 0.74  0.17

Summary:
- Lowest unoccupied orbital energy: 0.61 eV
- Spin multiplicity: 1
- Largest force on an atom: 3.081 eV/Å
- Structure (SMILES): CC1(C)CCC[C@]2(C)[C@@H](CO)[C@@]3(C)O[C@H]3C(=O)[C@@H]12
- Kohn-Sham gap: 9.95 eV
- Energy above the lowest of the compared OMol25 structures with the same formula, charge and spin: 35.5 kcal per mole
- HOMO: -9.34 eV

=====

Density functional theory data (ωB97M-V with the def2-TZVPD basis set) for one molecule with the formula C5H6ClNS in a non-equilibrium geometry.

Last column: Löwdin charge in e.
Element x y z (Å)
C 0.40 2.38 1.31  -0.02
C -0.62 1.50 1.19  -0.20
N -0.71 0.31 0.51  -0.04
C 0.24 -0.28 -0.26  -0.74
S 1.78 0.32 -0.57  0.70
C -0.15 -1.60 -0.93  -0.69
C 0.57 -2.40 -1.69  -0.03
Cl -1.82 -2.08 -0.66  0.67
H 1.44 2.35 0.99  0.00
H 0.27 3.30 1.89  0.06
H -1.53 1.83 1.70  0.11
H -1.59 -0.21 0.53  0.07
H 1.62 -2.18 -1.88  0.06
H 0.10 -3.24 -2.15  0.06

Summary:
- Lowest unoccupied orbital energy: -0.43 eV
- Spin multiplicity: 1
- Largest force on an atom: 1.777 eV/Å
- Structure (SMILES): C=CNC(=S)C(=C)Cl
- Kohn-Sham gap: 8.09 eV
- Energy above the lowest of the compared OMol25 structures with the same formula, charge and spin: 27.9 kcal per mole
- HOMO: -8.52 eV

=====

> Number 3 is which compound?

C15H24O3

=====

> Look up the largest force on an atom of the first one.

0.388 eV/Å